Molecular formula: C39H55Cl5FeO8P2STe
Method: DFT, ωB97M-V/def2-TZVPD

Properties
- lowest unoccupied orbital energy (spin up / spin down) (eV) = 3.82 / 3.82
- multiplicity = 5
- E_tot (Eh) = -7034.83741
- net charge = -2
- molecular weight (g/mol) = 1106.6

Last column: Löwdin spin population.
Element x y z (Å)
1 Te -2.98644 -1.52719 5.37978  0.004
2 Fe -0.73163 -0.53125 0.53679  3.736
3 Cl -0.60342 4.73489 5.30527  0.000
4 Cl 1.26233 2.76684 6.86432  0.000
5 Cl 2.10822 0.06721 5.50139  0.000
6 Cl 1.11775 -0.56104 2.58517  0.015
7 Cl -1.46185 4.09240 2.35996  0.000
8 S -2.02627 -2.77152 -1.91144  0.007
9 P -1.50510 1.06021 -1.45671  0.034
10 P -2.18078 -2.01235 3.23218  0.005
11 O -2.97366 -2.11464 -2.81646  0.004
12 O -0.98028 -3.44612 -2.68047  0.006
13 O -0.36885 1.55584 1.35880  0.029
14 O -2.67481 -3.64741 -0.94044  0.004
15 O -1.84304 -0.86184 2.33209  0.033
16 O -0.81640 -2.89743 3.28318  0.000
17 O -3.11093 -3.04538 2.40162  0.000
18 O -1.32836 -1.62983 -1.06703  0.079
19 C -2.23361 3.05712 -3.64740  0.003
20 C 0.70880 -1.05849 -5.01652  0.000
21 C 0.61187 -4.66148 4.00797  0.000
22 C -0.06018 1.80863 2.56636  0.003
23 C 4.49687 0.36640 1.82109  0.000
24 C -0.07312 3.27537 4.54289  0.000
25 C -0.60198 -0.63834 -5.13521  0.000
26 C 2.92670 3.43082 -2.10670  0.000
27 C -1.22631 -0.04059 -4.05250  0.001
28 C -3.98394 -0.41049 -0.39523  -0.001
29 C 0.72750 0.92490 3.35447  0.002
30 C 2.76616 1.97856 -2.57859  0.000
31 C -0.80771 -4.13416 3.98731  0.000
32 C -0.45681 2.99535 3.24020  0.002
33 C 1.98631 -1.18370 -0.60301  0.003
34 C -0.05440 3.13351 -2.55413  0.001
35 C 1.51172 -2.60376 -0.79850  -0.001
36 C 0.74014 2.39374 5.25717  0.001
37 C -3.44731 1.80438 0.37017  0.000
38 C 3.97622 1.58545 -3.43708  0.000
39 C -4.40824 1.44306 -1.94329  0.000
40 C 3.47946 1.13881 -0.37125  0.001
41 C 4.47048 1.79859 2.36564  0.000
42 C -1.52902 2.82680 -2.30138  0.011
43 C 1.12437 1.20050 4.64613  0.000
44 C -4.44952 -3.40742 2.73362  0.000
45 C 1.37179 -0.87072 -3.81444  0.000
46 C -1.99715 3.89490 -1.30059  0.001
47 C 5.92781 -0.06874 1.48934  0.000
48 C 2.88638 -0.98636 0.44392  0.000
49 C 1.72809 -0.12393 -1.51366  0.004
50 C -3.42036 0.92195 -0.89787  -0.002
51 C 3.59180 0.18603 0.62378  0.001
52 C 2.60490 0.98853 -1.44116  0.001
53 C 0.92984 -3.24336 0.47253  0.006
54 C -5.45034 -2.41267 2.17533  0.000
55 C 0.77574 -0.26303 -2.70763  0.000
56 C -0.57848 0.17178 -2.83696  0.002
57 C 2.69414 -3.45233 -1.28655  0.000
58 H -1.57546 3.71220 -0.30977  0.000
59 H 1.71721 -3.63008 1.12919  0.000
60 H 2.26829 3.65113 -1.26588  0.000
61 H -2.26726 0.23156 -4.13596  0.000
62 H 3.95553 3.62833 -1.79202  0.000
63 H 4.11393 2.31271 -4.24374  0.000
64 H -4.44988 1.73314 0.80234  0.000
65 H 2.39158 -1.22449 -3.71264  0.000
66 H 3.11588 -3.05252 -2.21350  0.000
67 H -4.56109 -3.47975 3.81686  0.000
68 H 0.32443 -2.54379 1.05222  0.002
69 H 0.97507 -4.79861 2.98702  0.000
70 H 5.09682 2.46375 1.76426  0.000
71 H 3.45116 2.19034 2.36530  0.000
72 H -1.47281 -4.84726 3.49033  0.000
73 H 5.94368 -1.11207 1.16673  0.000
74 H 0.53263 2.94183 -1.65555  0.001
75 H -4.01104 -1.17679 -1.14535  0.000
76 H -3.23450 2.85364 0.20074  0.000
77 H 4.09962 2.02896 -0.32446  0.000
78 H 0.31565 2.51860 -3.36875  0.000
79 H -2.29339 4.13951 -3.81291  0.001
80 H -3.24211 2.65789 -3.70822  0.000
81 H -5.42476 1.33516 -1.55057  0.000
82 H -3.08322 3.94560 -1.22294  0.000
83 H 0.64192 -5.62092 4.52813  0.000
84 H -5.26610 -1.42397 2.60177  0.000
85 H 4.12361 -0.29206 2.61042  0.000
86 H -1.15062 -0.79330 -6.05662  0.000
87 H -5.01230 -0.20495 -0.07812  0.000
88 H -4.61094 -4.39418 2.29606  0.000
89 H 3.49198 -3.48672 -0.53757  0.000
90 H 4.88927 1.55984 -2.83513  0.000
91 H 6.33740 0.54378 0.68193  0.000
92 H 0.26531 -4.06180 0.19102  0.000
93 H 1.90016 1.90184 -3.21763  0.000
94 H 4.83885 1.82044 3.39376  0.000
95 H -1.17504 -3.98346 5.00492  0.000
96 H 1.21209 -1.54620 -5.84301  0.000
97 H -2.74336 1.43561 1.11470  -0.001
98 H -6.46756 -2.72333 2.42620  0.000
99 H 2.69167 4.12026 -2.92131  0.000
100 H -3.44044 -0.79237 0.46834  0.000
101 H 1.26966 -3.95644 4.51976  0.000
102 H -4.34100 0.84179 -2.85316  0.000
103 H -1.65201 4.88007 -1.63722  0.000
104 H -5.34128 -2.34736 1.09165  0.000
105 H 0.75292 -2.63229 -1.56510  0.000
106 H 6.57564 0.02916 2.36528  0.000
107 H 3.82888 0.60231 -3.88643  0.000
108 H 2.35330 -4.47311 -1.48121  0.000
109 H -4.25856 2.49777 -2.16654  0.000
110 H 3.02932 -1.79426 1.15738  0.000
111 H 0.07373 4.18434 -2.84180  0.000
112 H -1.65748 2.63352 -4.46951  0.000